Here is a structure of composition C32H42BF9InO31 from the Open Molecules 2025 dataset. Energies are from the ωB97M-V functional and the def2-TZVPD basis.

Element x y z (Å)
C  1.214  -0.558  1.516
B  0.597  0.456  0.462
O  1.153  0.367  -0.832
In  -1.053  1.981  1.089
C  -2.898  0.720  1.347
O  -3.910  1.299  2.202
C  -5.104  0.603  2.341
O  -4.989  -0.795  2.222
C  -5.470  -1.365  1.019
C  -4.513  -2.455  0.594
O  -4.385  -3.479  1.583
H  2.014  -0.083  2.094
H  0.431  -0.864  2.213
H  1.610  -1.458  1.028
H  0.483  0.088  -1.471
H  -1.247  3.272  -0.048
H  -0.566  2.582  2.706
H  -2.580  -0.238  1.771
H  -3.324  0.544  0.348
H  -5.861  0.964  1.625
H  -5.472  0.808  3.351
H  -5.456  -0.613  0.226
H  -6.480  -1.762  1.165
H  -4.829  -2.908  -0.342
H  -3.539  -1.976  0.471
H  -3.670  -3.188  2.164
C  3.530  -1.670  -2.429
C  3.176  -3.066  -1.964
O  1.765  -3.065  -2.071
C  1.419  -2.166  -3.032
O  0.337  -2.080  -3.513
O  2.473  -1.395  -3.355
F  3.522  -3.297  -0.675
H  3.465  -0.965  -1.598
H  4.497  -1.612  -2.916
H  3.588  -3.869  -2.579
C  -2.736  -2.154  4.829
C  -1.750  -3.178  4.308
O  -0.618  -2.946  5.132
C  -1.062  -2.433  6.306
O  -0.401  -2.352  7.293
O  -2.345  -2.047  6.206
F  -1.439  -2.970  3.011
H  -2.613  -1.190  4.332
H  -3.770  -2.477  4.744
H  -2.062  -4.218  4.424
C  2.648  -2.043  8.395
C  3.651  -3.055  7.877
O  4.787  -2.794  8.694
C  4.341  -2.278  9.873
O  5.013  -2.197  10.851
O  3.059  -1.908  9.768
F  3.985  -2.860  6.585
H  2.766  -1.087  7.883
H  1.617  -2.370  8.328
H  3.352  -4.097  8.009
C  -2.270  6.452  -3.335
C  -3.661  6.005  -3.731
O  -3.562  4.609  -3.668
C  -2.576  4.291  -2.744
O  -2.418  3.221  -2.288
O  -1.855  5.405  -2.465
F  -3.960  6.369  -5.011
H  -1.626  6.479  -4.214
H  -2.242  7.412  -2.827
H  -4.460  6.347  -3.070
C  7.278  -4.650  11.167
C  7.632  -4.332  9.729
O  8.324  -5.501  9.323
C  7.870  -6.541  10.075
O  8.065  -7.684  9.837
O  7.158  -6.077  11.128
F  8.462  -3.267  9.625
H  8.096  -4.371  11.832
H  6.353  -4.189  11.497
H  6.771  -4.176  9.080
C  -5.406  7.997  -9.159
C  -4.457  6.918  -9.648
O  -3.267  7.231  -8.958
C  -3.604  7.880  -7.802
O  -2.874  8.057  -6.892
O  -4.901  8.266  -7.853
F  -4.237  6.988  -10.983
H  -5.314  8.889  -9.781
H  -6.444  7.683  -9.107
H  -4.758  5.899  -9.397
C  -6.269  -4.323  -4.452
C  -5.281  -3.585  -3.569
O  -6.042  -3.359  -2.400
C  -6.986  -4.337  -2.307
O  -7.621  -4.582  -1.342
O  -7.084  -4.995  -3.492
F  -4.908  -2.400  -4.101
H  -6.875  -3.611  -5.015
H  -5.810  -5.039  -5.127
H  -4.385  -4.152  -3.308
C  8.078  -0.354  -1.336
C  8.458  0.216  -2.690
O  8.097  -0.834  -3.571
C  7.099  -1.546  -2.985
O  6.399  -2.326  -3.540
O  6.995  -1.222  -1.679
F  9.785  0.454  -2.800
H  8.900  -0.943  -0.926
H  7.753  0.389  -0.615
H  7.914  1.118  -2.975
C  -0.551  5.013  -6.688
C  0.339  3.946  -7.296
O  1.580  4.199  -6.676
C  1.340  4.784  -5.462
O  2.141  4.914  -4.607
O  0.047  5.193  -5.404
F  0.471  4.088  -8.640
H  -0.492  5.943  -7.257
H  -1.590  4.714  -6.580
H  0.034  2.921  -7.082

Properties
HOMO level: -3.68 eV
Frontier orbital gap: 5.23 eV
Charge: -1
Strongest force on any atom: 0.019 hartree/bohr
LUMO energy: 1.5 eV